Density functional theory data (wB97M-V/def2-TZVPD) for a 4-piece molecular cluster, C26H56O3 overall in a non-equilibrium geometry.

Values from the calculation:
- HOMO-LUMO gap: 10.453 eV
- Charge: 0
- E_LUMO: 0.79 eV
- SMILES string: C=COC(=O)O[C@@H](C)CCC.CCCCCC.CCCCCC.CCCCCC

```
85
C26H56O3 (wB97M-V/def2-TZVPD)
C -4.35 1.48 0.67
C -4.85 0.75 -0.44
O -5.70 -0.36 -0.14
C -6.53 -0.71 -1.23
O -6.17 -0.54 -2.43
O -7.80 -1.30 -1.03
C -8.73 -0.40 -0.36
C -8.85 -0.72 1.22
C -8.48 1.16 -0.61
C -9.72 1.93 0.13
C -10.06 3.35 -0.54
H -4.74 1.38 1.73
H -3.48 2.23 0.49
H -4.51 1.08 -1.47
H -9.77 -0.64 -0.80
H -8.73 -1.86 1.37
H -9.94 -0.49 1.52
H -8.10 -0.11 1.83
H -7.54 1.57 -0.11
H -8.56 1.45 -1.72
H -9.37 2.10 1.21
H -10.64 1.27 0.13
H -10.15 4.18 0.26
H -11.08 3.35 -1.07
H -9.23 3.64 -1.26
C 2.74 0.84 -0.67
C 1.82 -0.36 -0.79
C 0.40 0.01 -1.22
C -0.37 0.91 -0.25
C -0.51 0.37 1.18
C -1.30 -0.93 1.25
H 2.41 1.53 0.12
H 3.75 0.52 -0.41
H 2.79 1.40 -1.61
H 1.81 -0.91 0.16
H 2.24 -1.04 -1.54
H -0.17 -0.92 -1.38
H 0.44 0.51 -2.19
H -1.37 1.09 -0.66
H 0.12 1.89 -0.20
H -1.03 1.12 1.78
H 0.47 0.23 1.64
H -2.30 -0.81 0.82
H -1.41 -1.24 2.29
H -0.79 -1.74 0.72
C 7.58 5.18 2.50
C 7.08 3.85 3.03
C 6.26 3.06 2.00
C 4.97 3.73 1.52
C 3.97 4.08 2.63
C 3.45 2.87 3.38
H 6.76 5.86 2.25
H 8.20 5.68 3.25
H 8.19 5.04 1.60
H 6.49 4.01 3.94
H 7.94 3.24 3.32
H 6.03 2.07 2.42
H 6.89 2.86 1.12
H 4.48 3.07 0.80
H 5.22 4.64 0.97
H 3.12 4.60 2.17
H 4.41 4.79 3.33
H 2.97 2.16 2.70
H 2.70 3.18 4.12
H 4.25 2.35 3.92
C 5.69 -6.09 -3.62
C 4.36 -5.40 -3.85
C 4.15 -4.17 -2.97
C 4.12 -4.44 -1.46
C 3.06 -5.44 -0.99
C 1.64 -4.99 -1.27
H 5.77 -6.49 -2.61
H 5.80 -6.93 -4.32
H 6.52 -5.40 -3.78
H 3.54 -6.11 -3.71
H 4.31 -5.08 -4.90
H 3.22 -3.67 -3.26
H 4.95 -3.45 -3.17
H 3.96 -3.49 -0.94
H 5.11 -4.80 -1.14
H 3.18 -5.58 0.09
H 3.23 -6.42 -1.45
H 1.43 -4.02 -0.79
H 0.93 -5.71 -0.87
H 1.44 -4.89 -2.34
```

=====

Density functional theory data (wB97M-V/def2-TZVPD) for a 2-piece molecular cluster, C26H57BN2O3P overall in a non-equilibrium geometry.

Values from the calculation:
- HOMO-LUMO gap: 3.475 eV
- Charge: -1
- E_LUMO: 2.10 eV

```
90
C26H57BN2O3P (wB97M-V/def2-TZVPD)
C 2.78 -2.52 3.04
C 2.95 -1.98 1.61
C 3.69 -0.63 1.57
C 4.46 -0.44 0.27
C 3.53 -0.21 -0.94
C 3.33 1.28 -1.27
C 1.88 1.69 -1.59
C 1.15 2.14 -0.31
P 1.36 3.97 -0.04
C -0.32 4.75 0.25
C -1.48 3.97 -0.36
C -2.12 2.95 0.59
C -2.81 1.81 -0.17
C -4.19 1.39 0.36
O -4.24 1.58 1.76
C -5.52 1.50 2.35
C -6.49 0.51 1.74
B 2.10 4.02 1.76
O 1.67 3.10 2.72
N 3.07 5.01 2.11
C 4.16 5.20 1.15
C 3.57 4.95 3.48
H 3.22 -1.85 3.78
H 1.73 -2.65 3.31
H 3.25 -3.49 3.17
H 3.51 -2.71 1.03
H 1.96 -1.88 1.17
H 2.96 0.19 1.63
H 4.34 -0.54 2.43
H 5.12 -1.30 0.10
H 5.12 0.43 0.35
H 3.93 -0.72 -1.81
H 2.55 -0.66 -0.73
H 3.67 1.90 -0.43
H 3.97 1.53 -2.11
H 1.91 2.49 -2.32
H 1.36 0.82 -1.98
H 0.11 1.81 -0.31
H 1.61 1.65 0.54
H -0.24 5.72 -0.23
H -0.50 4.93 1.31
H -2.27 4.67 -0.64
H -1.17 3.48 -1.29
H -2.83 3.46 1.24
H -1.35 2.52 1.24
H -2.18 0.92 -0.19
H -2.96 2.14 -1.20
H -4.33 0.34 0.12
H -4.96 1.98 -0.15
H -5.98 2.49 2.39
H -5.35 1.19 3.39
H -7.28 0.31 2.47
H -6.96 0.88 0.83
H -6.02 -0.44 1.51
H 0.93 3.41 3.23
H 3.78 5.19 0.14
H 4.64 6.17 1.33
H 4.93 4.43 1.26
H 4.30 5.74 3.63
H 2.76 5.13 4.18
H 4.06 4.00 3.71
C -2.09 -2.76 0.06
C -1.15 -2.70 -1.16
C 0.09 -3.56 -0.88
C -0.16 -5.07 -0.93
C -1.30 -5.44 -1.90
C -1.57 -4.38 -2.97
N -1.92 -3.13 -2.33
O -2.17 -2.11 -3.26
C -2.80 -4.83 -3.77
C -0.38 -4.29 -3.96
C -0.66 -1.27 -1.29
H -2.96 -2.12 -0.13
H -1.60 -2.41 0.98
H -2.46 -3.77 0.23
H 0.85 -3.30 -1.61
H 0.51 -3.28 0.09
H 0.76 -5.56 -1.24
H -0.38 -5.46 0.07
H -1.07 -6.40 -2.38
H -2.22 -5.59 -1.34
H -3.67 -4.84 -3.12
H -2.64 -5.84 -4.17
H -2.99 -4.15 -4.59
H -0.21 -5.25 -4.44
H 0.54 -3.99 -3.46
H -0.61 -3.55 -4.73
H -0.13 -0.96 -0.38
H -1.48 -0.57 -1.45
H 0.02 -1.17 -2.14
```

=====

Density functional theory data (wB97M-V/def2-TZVPD) for C26H58BCl3F8LiN2O11 as an isolated structure in a non-equilibrium geometry.

Values from the calculation:
- HOMO-LUMO gap: 4.958 eV
- Charge: +1
- E_LUMO: -2.99 eV

```
110
C26H58BCl3F8LiN2O11 (wB97M-V/def2-TZVPD)
Li -1.22 -16.69 -10.33
C 11.56 -20.72 -19.53
O 11.18 -22.05 -19.57
C 10.75 -22.54 -20.81
C 10.20 -23.97 -20.44
N 9.35 -23.90 -19.25
H 9.80 -23.47 -18.45
H 8.56 -23.32 -19.49
C 8.86 -25.31 -18.76
C 7.73 -25.25 -17.71
O 8.04 -24.10 -16.87
C 7.16 -23.71 -15.85
H 12.60 -20.66 -19.85
H 11.53 -20.49 -18.46
H 10.90 -20.00 -20.00
H 11.65 -22.65 -21.42
H 10.09 -21.79 -21.24
H 11.08 -24.55 -20.17
H 9.71 -24.46 -21.28
H 9.79 -25.73 -18.37
H 8.43 -25.84 -19.61
H 7.69 -26.19 -17.17
H 6.76 -25.05 -18.16
H 6.11 -23.72 -16.14
H 7.39 -22.76 -15.37
H 7.14 -24.44 -15.04
C -3.55 -27.38 -19.77
O -2.72 -26.20 -19.92
C -2.58 -25.40 -18.76
C -1.50 -24.35 -19.11
N -1.65 -23.65 -20.44
H -2.61 -23.36 -20.52
H -1.26 -22.72 -20.39
C -1.02 -24.43 -21.68
C -1.02 -23.52 -22.90
O -2.41 -23.22 -23.04
C -2.74 -22.05 -23.85
H -3.53 -28.05 -20.62
H -4.57 -27.17 -19.45
H -3.16 -27.98 -18.95
H -2.18 -26.02 -17.95
H -3.52 -24.96 -18.45
H -0.47 -24.71 -19.06
H -1.54 -23.47 -18.46
H -1.62 -25.33 -21.84
H 0.00 -24.74 -21.43
H -0.74 -24.02 -23.83
H -0.32 -22.70 -22.77
H -2.71 -22.21 -24.93
H -2.13 -21.23 -23.48
H -3.80 -21.88 -23.66
B 1.00 -14.55 -12.61
H 1.78 -15.25 -12.84
H 0.04 -15.00 -12.79
H 1.10 -14.24 -11.58
H 1.20 -13.68 -13.21
Cl -0.84 -21.86 -11.25
O -0.17 -20.97 -12.21
O -2.13 -22.00 -11.78
O -0.33 -23.20 -11.25
O -0.96 -21.17 -10.02
C -8.95 -25.15 -7.13
C -9.28 -24.18 -8.13
C -9.25 -24.67 -9.61
F -10.08 -25.63 -9.92
F -9.40 -23.72 -10.53
F -10.50 -23.59 -7.82
F -8.34 -23.22 -7.98
O -9.79 -26.39 -7.17
C -10.81 -26.70 -6.23
C -11.34 -28.14 -6.49
F -12.44 -28.48 -5.78
F -11.44 -28.49 -7.73
F -10.33 -26.67 -5.02
F -11.81 -25.78 -6.31
H -8.87 -24.69 -6.15
H -7.98 -25.58 -7.39
H -8.30 -25.12 -9.89
H -10.67 -28.92 -6.14
C 3.43 -31.22 -10.65
C 3.24 -32.72 -10.75
C 1.70 -32.90 -10.47
O 1.65 -31.98 -9.39
C 2.59 -30.87 -9.47
H 2.95 -30.67 -11.46
H 4.43 -30.78 -10.62
H 3.80 -33.22 -9.95
H 3.72 -33.10 -11.65
H 1.48 -33.93 -10.21
H 1.03 -32.51 -11.24
H 3.31 -30.91 -8.65
H 2.19 -29.86 -9.53
C -7.36 -15.06 -12.51
C -7.26 -13.64 -12.00
C -5.80 -13.43 -11.55
O -5.35 -14.73 -11.27
C -6.26 -15.69 -11.67
H -7.19 -15.06 -13.59
H -8.31 -15.51 -12.23
H -7.98 -13.42 -11.22
H -7.55 -12.90 -12.75
H -5.60 -12.86 -10.65
H -5.23 -13.03 -12.39
H -6.71 -16.14 -10.78
H -5.80 -16.46 -12.29
C -0.10 -24.63 -4.74
Cl -1.65 -25.59 -4.35
Cl 1.12 -24.94 -3.39
H 0.29 -24.98 -5.69
H -0.32 -23.57 -4.87
```

=====

Density functional theory data (wB97M-V/def2-TZVPD) for a 10-piece molecular cluster, C26H58Br8N6O6 overall in a non-equilibrium geometry.

Values from the calculation:
- HOMO-LUMO gap: 8.975 eV
- Charge: 0
- E_LUMO: -0.15 eV
- SMILES string: CN(C)C=O.CN(C)C=O.CN(C)C=O.CN(C)C=O.CN(C)C=O.CN(C)C=O.BrCCBr.BrCCBr.BrCCBr.BrCCBr

```
104
C26H58Br8N6O6 (wB97M-V/def2-TZVPD)
C -7.01 -0.39 -2.75
N -5.48 -0.22 -2.88
C -4.82 -0.99 -4.03
C -4.76 0.57 -2.05
O -5.31 1.10 -1.06
H -7.45 -1.33 -2.41
H -7.43 -0.24 -3.74
H -7.36 0.31 -2.00
H -5.17 -0.72 -5.02
H -3.74 -0.89 -4.11
H -4.99 -2.07 -3.96
H -3.69 0.67 -2.27
C 2.74 3.90 4.02
N 3.31 2.77 3.29
C 4.80 2.67 3.04
C 2.55 1.75 2.84
O 3.06 0.82 2.16
H 3.32 3.86 4.94
H 1.67 3.77 4.16
H 3.02 4.76 3.41
H 5.07 1.71 2.61
H 5.29 3.49 2.50
H 5.15 2.74 4.07
H 1.49 1.86 3.12
C -3.99 1.90 1.35
N -2.83 2.74 1.01
C -1.91 3.14 2.06
C -2.66 3.17 -0.22
O -1.68 3.94 -0.40
H -3.77 0.89 1.01
H -4.93 2.40 1.11
H -4.11 1.64 2.40
H -2.35 3.94 2.66
H -1.73 2.26 2.68
H -0.95 3.53 1.74
H -3.41 2.80 -0.94
C 1.74 3.51 0.18
N 1.81 3.62 -1.29
C 1.05 2.66 -2.12
C 2.63 4.51 -1.81
O 2.72 4.61 -3.05
H 2.49 3.97 0.82
H 1.85 2.45 0.42
H 0.78 3.89 0.55
H 1.20 2.87 -3.18
H 1.42 1.66 -1.89
H -0.03 2.78 -2.02
H 3.20 5.14 -1.12
C -2.40 -1.15 4.38
N -2.81 -2.41 3.72
C -3.36 -2.09 2.43
C -2.55 -3.67 4.11
O -2.65 -4.62 3.38
H -2.29 -1.27 5.46
H -3.14 -0.39 4.13
H -1.55 -0.63 3.95
H -2.50 -1.79 1.82
H -3.89 -2.94 1.99
H -4.04 -1.24 2.47
H -2.21 -3.76 5.16
C 1.01 -1.48 0.39
N -0.15 -0.86 -0.16
C -0.76 0.41 0.40
C -0.73 -1.38 -1.21
O -1.53 -0.89 -1.97
H 1.25 -0.93 1.30
H 1.91 -1.42 -0.22
H 0.80 -2.49 0.75
H -0.92 0.25 1.47
H -0.09 1.24 0.20
H -1.80 0.57 0.12
H -0.29 -2.37 -1.41
Br 2.00 -6.47 -4.38
C 2.83 -4.93 -3.28
C 2.42 -5.09 -1.78
Br 3.22 -3.79 -0.65
H 2.46 -3.98 -3.65
H 3.90 -4.95 -3.48
H 2.78 -6.04 -1.41
H 1.35 -5.02 -1.57
Br 1.31 -2.27 -5.61
C 0.54 -0.51 -5.08
C -0.65 -0.15 -6.00
Br -0.08 -0.06 -7.95
H 1.28 0.26 -5.30
H 0.21 -0.55 -4.05
H -1.14 0.79 -5.74
H -1.45 -0.88 -6.06
Br 6.43 2.19 -0.01
C 4.76 1.67 -1.07
C 4.98 0.21 -1.42
Br 3.27 -0.41 -2.26
H 4.74 2.13 -2.06
H 3.90 1.93 -0.46
H 5.16 -0.44 -0.56
H 5.74 0.04 -2.18
Br 0.99 -2.06 4.81
C 1.42 -3.98 4.41
C 2.05 -4.09 3.01
Br 2.46 -6.08 2.59
H 0.53 -4.60 4.32
H 2.13 -4.35 5.16
H 2.96 -3.50 2.98
H 1.39 -3.62 2.28
```